Computed, not measured: a structure of composition C42H31AgAsCl2IN4, with ωB97M-V/def2-TZVPD.

The geometry in XYZ format:
```
82
Properties=species:S:1:pos:R:3:lowdin_charge:R:1
Ag 0.064 -0.419 0.409 0.68
C 1.030 2.409 3.693 -0.14
C 1.738 3.445 3.100 -0.14
C 1.915 3.428 1.726 -0.09
C 1.393 2.388 0.947 -0.23
C 0.686 1.306 1.518 -0.22
C 0.533 1.375 2.914 -0.18
C 1.550 2.468 -0.534 -0.23
C 1.713 3.722 -1.197 -0.02
C 1.795 3.759 -2.557 -0.03
C 1.679 2.566 -3.307 -0.18
C 1.693 2.515 -4.718 -0.07
C 1.505 1.317 -5.359 -0.11
C 1.287 0.135 -4.625 -0.10
C 1.281 0.145 -3.254 -0.02
C 1.496 1.371 -2.578 -0.21
N 1.478 1.353 -1.222 0.14
H 0.872 2.406 4.768 0.08
H 2.153 4.250 3.698 0.08
H 2.489 4.224 1.263 0.09
H -0.005 0.574 3.414 0.07
H 1.740 4.637 -0.622 0.09
H 1.914 4.703 -3.080 0.10
H 1.835 3.433 -5.279 0.10
H 1.503 1.276 -6.442 0.09
H 1.102 -0.795 -5.149 0.08
H 1.060 -0.738 -2.649 0.05
I 5.707 -4.760 1.907 0.74
C 4.008 -3.612 1.702 -0.81
C 3.499 -3.069 0.537 -0.17
N 2.398 -2.396 0.891 -0.02
N 2.127 -2.496 2.195 0.04
C 3.106 -3.225 2.704 -0.25
H 3.822 -3.125 -0.489 0.11
H 1.680 -1.999 0.266 0.04
H 3.133 -3.452 3.758 0.09
Cl 0.502 -3.327 -3.571 0.59
C -0.673 -3.839 -2.347 -0.61
C -1.465 -4.910 -2.658 -0.21
C -2.428 -5.379 -1.762 -0.18
C -2.509 -4.719 -0.530 -0.21
C -1.709 -3.650 -0.241 -0.60
Cl -1.920 -2.937 1.363 0.54
C -0.689 -3.040 -1.124 -0.58
N 0.044 -1.998 -0.949 -0.17
H -1.336 -5.385 -3.625 0.08
H -3.057 -6.226 -2.000 0.06
H -3.220 -5.049 0.222 0.08
C -7.540 0.258 2.276 -0.12
C -7.070 1.440 1.727 -0.11
C -5.775 1.519 1.232 -0.10
C -4.927 0.417 1.276 -0.38
C -5.405 -0.764 1.855 -0.14
C -6.702 -0.848 2.337 -0.10
As -3.020 0.417 0.766 1.30
C -3.192 -0.463 -0.977 -0.41
C -4.108 -1.481 -1.215 -0.12
C -4.084 -2.189 -2.409 -0.10
C -3.134 -1.886 -3.374 -0.10
C -2.222 -0.868 -3.148 -0.09
C -2.247 -0.164 -1.954 -0.15
C -2.896 2.259 0.102 -0.40
C -2.106 3.144 0.827 -0.11
C -1.957 4.461 0.410 -0.09
C -2.598 4.904 -0.736 -0.11
C -3.388 4.026 -1.467 -0.10
C -3.531 2.710 -1.053 -0.12
H -8.552 0.197 2.660 0.09
H -7.714 2.312 1.681 0.09
H -5.426 2.449 0.803 0.09
H -4.746 -1.624 1.932 0.08
H -7.051 -1.777 2.771 0.09
H -4.829 -1.765 -0.456 0.08
H -4.769 -3.014 -2.556 0.09
H -3.079 -2.471 -4.285 0.10
H -1.444 -0.657 -3.872 0.09
H -1.488 0.589 -1.768 0.08
H -1.571 2.797 1.702 0.08
H -1.319 5.131 0.976 0.10
H -2.471 5.927 -1.071 0.09
H -3.880 4.363 -2.373 0.09
H -4.128 2.018 -1.636 0.11
```

Properties
- Frontier orbital gap: 3.81 eV
- Spin multiplicity: 1
- Charge: -2